No. 1
ORCA calculation (ωB97M-V with the def2-TZVPD basis set) on H13LiO7 as an isolated structure in a non-equilibrium geometry.

```
! RIJCOSX wB97M-V def2-TZVPD def2/J DEFGRID3
* xyz 0 1
Li 1.35795 -1.31590 -1.21029
O -0.06805 -0.20190 -0.01229
H 0.47895 0.38410 0.60171
O -1.86305 0.13510 1.74271
H -1.51805 -0.05390 2.61371
H -1.01705 0.17110 1.20771
O 2.92095 0.08210 -0.48729
H 2.39595 0.89610 -0.19829
H 3.54895 -0.37190 0.02771
O -1.40705 2.55310 1.08871
H -1.16005 2.62710 0.08571
H -1.69205 1.68510 1.22671
O -1.44105 -2.04890 -1.81329
H -2.24405 -1.65890 -2.13329
H -1.13905 -1.33690 -1.06329
O 1.02395 -2.41490 1.17571
H 0.56495 -1.69290 0.76871
H 1.76495 -1.98490 1.44871
O -0.44805 1.69110 -1.69629
H 0.33795 1.90110 -2.21829
H -0.39705 0.95510 -1.15529
*
```

Summary:
Highest occupied orbital energy: -9.911 eV
Gap between HOMO and LUMO: 8.93 eV
Electronic energy: -541.99258 Ha
Energy relative to the best compared isomer or geometry (same formula, charge and spin): 1.591 eV

No. 2
ORCA calculation (ωB97M-V with the def2-TZVPD basis set) on a 4-piece molecular cluster, H13N4 overall in a non-equilibrium geometry.

```
! RIJCOSX wB97M-V def2-TZVPD def2/J DEFGRID3
* xyz 2 2
N -0.32166 -0.04006 -0.34799
H 0.56323 0.53286 -0.03745
H -1.09458 0.59774 -0.11562
H -0.55347 -0.27116 -1.32033
H -0.42601 -0.83932 0.26994
N -0.56245 -0.37481 3.35644
H -1.16521 0.40780 3.64113
H 0.14437 -0.42790 4.10659
H -1.04074 -1.27996 3.38003
N -0.94045 -1.16737 -3.40452
H -1.94544 -1.34863 -3.42452
H -0.42758 -1.94253 -3.81415
H -0.79412 -0.34994 -4.00766
N 1.84322 1.48886 0.40671
H 2.57362 1.60581 -0.28424
H 2.23999 1.17065 1.27332
H 1.43989 2.39917 0.62724
*
```

Summary:
Highest occupied orbital energy (spin up / spin down): -18.761 / -16.842 eV
Gap between HOMO and LUMO (spin up / spin down): 11.76 / 2.35 eV
Expectation value of S²: 0.76
Electronic energy: -226.08632 Ha
Energy relative to the best compared isomer or geometry (same formula, charge and spin): 0.000 eV

No. 3
ORCA calculation (ωB97M-V with the def2-TZVPD basis set) on a 7-piece molecular cluster, H13O6S overall in a non-equilibrium geometry.

```
! RIJCOSX wB97M-V def2-TZVPD def2/J DEFGRID3
* xyz -1 1
S -0.33373 -0.54238 2.86141
H 0.53217 0.41701 2.47187
H 0.05252 1.00605 -0.51815
H 0.71868 2.37456 -0.32892
O 0.77163 1.63582 -0.95851
H -1.10933 -0.76671 -0.47881
H -0.84388 -0.20224 1.02105
O -0.91100 0.04553 0.02205
H 1.92030 0.65673 -1.42658
H 2.04269 0.33616 -2.86358
O 2.41938 0.02236 -2.01536
H -0.37498 -2.50271 0.43871
H -0.07817 -2.68512 -1.05182
O -0.81668 -2.55047 -0.40529
H -2.89418 2.96325 1.83992
H -3.81533 2.77197 2.94598
O -3.57055 3.47309 2.32588
H 2.58879 -2.49445 -0.82558
H 1.87494 -1.48589 -1.62993
O 1.82671 -2.47257 -1.42434
*
```

Summary:
Highest occupied orbital energy: -3.834 eV
Gap between HOMO and LUMO: 7.20 eV
Electronic energy: -857.49441 Ha
Energy relative to the best compared isomer or geometry (same formula, charge and spin): 0.838 eV

No. 4
ORCA calculation (ωB97M-V with the def2-TZVPD basis set) on H14HeNeO7 as an isolated structure in a non-equilibrium geometry.

```
! RIJCOSX wB97M-V def2-TZVPD def2/J DEFGRID3
* xyz 0 1
He -0.12420 1.20933 0.47684
Ne -2.84149 -0.21906 0.40538
O -0.99413 -3.21839 0.10264
H -0.71635 -2.66395 0.83179
H -0.25574 -3.20187 -0.50625
O 2.69590 2.38505 -3.23788
H 2.36980 2.27316 -4.13084
H 2.20450 1.74648 -2.72116
O -0.00980 -1.69953 2.01560
H -0.55748 -1.19912 2.62047
H 0.72902 -1.12114 1.82628
O -2.08107 0.20927 4.04699
H -2.53055 0.94885 3.63806
H -2.76505 -0.44892 4.17018
O 1.21221 0.37945 -1.89155
H 1.17703 0.61294 -0.96393
H 0.32179 0.52729 -2.21017
O 2.12594 0.14335 0.97884
H 2.70918 -0.55259 0.67594
H 2.71358 0.85305 1.23812
O -1.46418 0.88562 -2.62105
H -1.67550 1.77641 -2.34164
H -2.24344 0.37440 -2.40275
*
```

Summary:
Highest occupied orbital energy: -10.394 eV
Gap between HOMO and LUMO: 10.74 eV
Electronic energy: -666.91716 Ha